Here is a structure of composition C33H43N5P2Pd in a non-equilibrium geometry from OMol25. Energies are from ωB97M-V/def2-TZVPD.

Cartesian coordinates (Å):
Pd  -0.015  -2.159  3.838
C  -1.209  2.163  3.468
C  -1.442  1.088  2.678
C  -0.819  0.721  1.414
C  0.494  -0.119  1.294
C  1.579  0.155  2.260
C  1.832  1.264  2.979
C  1.200  2.587  2.774
C  0.029  2.953  3.715
C  1.670  -1.952  4.903
H  -2.027  2.310  4.161
H  -2.307  0.452  2.940
H  -0.765  1.682  0.875
H  -1.602  0.090  0.954
H  0.196  -1.189  1.226
H  0.994  0.106  0.332
H  2.254  -0.695  2.396
H  2.509  1.199  3.832
H  0.950  2.660  1.709
H  2.019  3.280  3.007
H  0.356  2.955  4.784
H  -0.293  3.967  3.453
H  1.235  -1.526  5.850
H  2.291  -1.120  4.489
H  2.105  -2.971  4.924
P  1.532  -1.270  -3.208
P  -1.615  -0.808  -2.854
N  2.992  -0.252  -3.411
N  2.327  -2.487  -4.436
N  -1.941  0.969  -2.878
N  -3.256  -1.171  -3.573
C  0.620  -0.506  -4.580
C  -0.887  -0.786  -4.538
C  3.523  0.501  -2.355
C  4.595  1.241  -2.847
C  4.654  1.041  -4.265
C  3.608  0.194  -4.590
C  2.401  -3.834  -4.114
C  2.842  -4.546  -5.230
C  3.018  -3.611  -6.295
C  2.679  -2.366  -5.785
C  -1.634  1.689  -1.724
C  -1.724  3.047  -2.008
C  -2.037  3.176  -3.396
C  -2.131  1.894  -3.914
C  -4.011  -0.450  -4.508
C  -5.134  -1.187  -4.839
C  -4.997  -2.460  -4.203
C  -3.796  -2.460  -3.509
H  1.001  -0.843  -5.564
H  0.785  0.576  -4.555
H  -1.385  -0.097  -5.252
H  -1.028  -1.794  -4.961
H  3.118  0.335  -1.366
H  5.231  1.884  -2.263
H  5.353  1.470  -4.974
H  3.334  -0.154  -5.569
H  2.148  -4.139  -3.109
H  3.007  -5.603  -5.265
H  3.339  -3.801  -7.305
H  2.705  -1.433  -6.335
H  -1.424  1.126  -0.827
H  -1.569  3.828  -1.284
H  -2.170  4.100  -3.941
H  -2.402  1.621  -4.932
H  -3.737  0.529  -4.847
H  -5.928  -0.849  -5.480
H  -5.670  -3.290  -4.276
H  -3.274  -3.212  -2.936
C  -2.846  -1.146  6.054
C  -1.792  -0.260  6.615
C  -1.934  0.411  7.878
C  -0.758  1.158  8.037
C  0.024  0.899  6.861
C  1.319  1.618  6.765
N  -0.599  0.032  6.016
H  -3.787  -0.577  5.997
H  -3.056  -1.953  6.774
H  -2.580  -1.565  5.070
H  -2.786  0.329  8.547
H  -0.401  1.830  8.806
H  1.089  2.694  6.867
H  1.883  1.378  7.683
H  1.931  1.436  5.877

Properties
expectation value of S²: 6.032
energy: -2366.70403 a.u.
2S+1: 5
energy above the lowest of the compared OMol25 structures with the same formula, charge and spin: 34.5 kcal per mole
total charge: +2

These are the Löwdin partial charges, in e, on atoms 1 to 8: 0.97 -0.09 -0.14 -0.24 -0.21 -0.17 -0.10 -0.17

Here is a cluster of 6 separate species, C40H77N5O11S in total in a non-equilibrium geometry from OMol25. Energies are from ωB97M-V/def2-TZVPD.

Cartesian coordinates (Å):
C  3.177  4.255  2.554
N  2.212  3.232  2.037
C  1.871  3.456  0.583
C  1.705  2.002  -0.076
C  3.050  1.185  -0.327
C  4.496  1.800  0.013
N  5.176  2.212  -1.283
C  3.031  -0.252  -0.933
C  4.374  -1.103  -1.192
C  4.821  -1.711  0.234
O  6.240  -2.000  0.350
C  3.902  -2.982  0.669
N  3.620  -2.873  2.160
C  1.671  -0.937  -1.315
N  1.395  -2.240  -1.850
S  -0.318  -2.376  -2.081
N  -0.771  -0.819  -1.524
C  0.365  -0.061  -1.079
C  0.321  1.377  -0.470
C  -0.974  2.278  -0.235
C  -2.358  1.488  -0.202
C  -3.368  1.717  -1.388
C  -4.744  0.965  -1.474
C  -5.062  -0.042  -0.323
C  -4.079  -0.249  0.871
C  -2.729  0.509  0.954
C  -1.656  0.371  2.152
H  3.484  5.046  1.788
H  2.709  4.771  3.481
H  4.105  3.687  2.942
H  1.365  3.165  2.615
H  0.889  4.050  0.543
H  2.677  4.071  0.035
H  5.178  1.066  0.568
H  4.445  2.756  0.641
H  6.200  2.234  -1.159
H  4.986  1.521  -2.023
H  5.190  -0.524  -1.741
H  4.080  -2.002  -1.853
H  4.584  -0.892  1.022
H  6.620  -1.339  0.968
H  2.886  -2.923  0.146
H  4.407  -3.968  0.389
H  2.638  -3.178  2.325
H  4.233  -3.544  2.645
H  -0.864  2.799  0.795
H  -1.035  3.140  -0.999
H  -3.161  2.450  -2.254
H  -5.485  1.124  -2.345
H  -6.060  -0.607  -0.407
H  -4.334  -0.967  1.724
H  -0.773  -0.279  1.836
H  -2.224  -0.004  3.069
H  -1.309  1.449  2.377
C  2.887  -7.389  0.639
O  3.154  -6.593  1.785
C  2.031  -6.511  2.660
C  2.204  -7.425  3.868
O  2.164  -8.799  3.488
C  3.459  -9.384  3.441
H  3.832  -7.575  0.125
H  2.442  -8.351  0.908
H  2.220  -6.850  -0.041
H  1.101  -6.736  2.127
H  1.975  -5.475  3.008
H  1.367  -7.262  4.554
H  3.130  -7.194  4.406
H  3.835  -9.535  4.458
H  4.162  -8.769  2.874
H  3.376  -10.356  2.951
C  -6.425  2.071  -6.616
O  -5.475  2.897  -7.276
C  -5.088  4.018  -6.482
C  -3.718  3.800  -5.849
O  -3.760  2.763  -4.870
C  -3.217  1.541  -5.354
H  -6.520  1.143  -7.182
H  -6.112  1.827  -5.598
H  -7.399  2.570  -6.594
H  -5.843  4.237  -5.719
H  -5.030  4.879  -7.156
H  -3.423  4.716  -5.327
H  -2.961  3.589  -6.611
H  -2.128  1.620  -5.422
H  -3.630  1.271  -6.329
H  -3.466  0.752  -4.641
C  4.417  -0.142  4.627
O  4.689  0.657  5.772
C  3.569  0.742  6.651
C  3.743  -0.170  7.860
O  3.700  -1.545  7.482
C  4.994  -2.132  7.432
H  5.360  -0.330  4.112
H  3.972  -1.102  4.899
H  3.749  0.397  3.949
H  2.637  0.517  6.121
H  3.515  1.779  6.998
H  2.908  -0.004  8.548
H  4.671  0.061  8.395
H  5.372  -2.282  8.449
H  5.696  -1.519  6.863
H  4.908  -3.105  6.945
C  -5.134  -5.043  2.125
O  -5.348  -3.871  1.351
C  -4.603  -3.882  0.133
C  -5.492  -4.229  -1.056
O  -5.941  -5.583  -0.989
C  -7.287  -5.683  -0.544
H  -5.875  -5.063  2.926
H  -5.245  -5.951  1.526
H  -4.135  -5.015  2.572
H  -3.751  -4.567  0.200
H  -4.210  -2.870  -0.007
H  -4.903  -4.136  -1.974
H  -6.339  -3.539  -1.128
H  -7.966  -5.354  -1.337
H  -7.460  -5.095  0.360
H  -7.494  -6.732  -0.321
C  -0.003  6.744  -4.825
O  -1.333  7.168  -5.091
C  -2.081  7.384  -3.894
C  -2.199  8.871  -3.577
O  -0.933  9.427  -3.224
C  -0.354  10.171  -4.287
H  0.563  6.795  -5.756
H  0.485  7.383  -4.085
H  -0.007  5.708  -4.474
H  -1.642  6.837  -3.053
H  -3.085  6.982  -4.069
H  -2.853  8.994  -2.708
H  -2.646  9.417  -4.415
H  -0.888  11.118  -4.411
H  -0.366  9.613  -5.226
H  0.683  10.387  -4.025

Properties
energy: -3069.31173 a.u.
2S+1: 1
total charge: 0
SMILES string: CNCc1c(CN)c(C[C@H](O)CN)c2nsnc2c1Cc1ccccc1C.COCCOC.COCCOC.COCCOC.COCCOC.COCCOC

These are the Löwdin partial charges, in e, on atoms 1 to 8: -0.15 -0.14 -0.20 -0.03 -0.03 -0.21 -0.02 -0.06

Here is a structure of composition C6H10N2O in a non-equilibrium geometry from OMol25. Energies are from ωB97M-V/def2-TZVPD.

Cartesian coordinates (Å):
C  -1.114  -1.133  -0.386
C  -1.458  1.141  -0.014
C  0.035  0.680  0.168
C  1.383  1.222  -0.280
C  1.629  -1.012  -0.218
C  0.260  -0.761  0.144
H  -1.194  -1.362  -1.448
H  -1.416  -2.050  0.214
H  -2.879  -0.326  0.689
H  -1.899  1.612  0.992
H  -1.369  2.055  -1.022
H  1.635  2.211  0.163
H  1.274  1.295  -1.433
H  2.032  -1.296  -1.329
H  1.957  -1.996  0.347
H  0.905  -0.264  2.102
N  -2.153  -0.067  -0.199
N  0.036  -0.176  1.438
O  2.336  0.227  0.074

Properties
energy: -419.19412 a.u.
2S+1: 1
energy above the lowest of the compared OMol25 structures with the same formula, charge and spin: 120.7 kcal per mole
total charge: 0

These are the Löwdin partial charges, in e, on atoms 1 to 8: -0.15 -0.21 -0.33 -0.15 -0.14 -0.46 0.11 0.13

Here is a cluster of 2 separate species, C27H21BF6O2 in total in a non-equilibrium geometry from OMol25. Energies are from ωB97M-V/def2-TZVPD.

Cartesian coordinates (Å):
C  -3.920  -5.339  3.854
O  -2.716  -5.734  3.116
C  -1.748  -4.763  3.233
C  -0.688  -4.674  2.305
C  -0.133  -3.434  2.023
C  -0.431  -2.314  2.811
C  -0.076  -0.966  2.245
O  0.202  0.031  3.216
C  1.610  0.323  3.446
C  -1.450  -2.381  3.751
C  -2.018  -3.609  4.017
H  -4.679  -6.105  3.729
H  -3.673  -5.242  4.936
H  -4.329  -4.402  3.420
H  -0.550  -5.487  1.606
H  0.550  -3.277  1.175
H  0.726  -1.144  1.511
H  1.623  0.956  4.346
H  2.127  -0.653  3.550
H  1.969  0.930  2.588
H  -1.782  -1.488  4.294
H  -2.948  -3.474  4.552
F  -0.177  -0.428  -4.054
C  -1.132  0.294  -3.385
C  -2.449  0.172  -3.815
C  -3.448  0.801  -3.054
C  -3.156  1.377  -1.807
C  -1.834  1.385  -1.414
F  -1.558  1.632  -0.091
C  -0.760  1.100  -2.285
B  0.665  1.680  -2.065
C  1.932  0.890  -2.511
C  2.599  -0.292  -2.082
F  2.084  -1.014  -1.028
C  3.762  -0.750  -2.700
C  4.289  -0.013  -3.768
C  3.677  1.173  -4.215
C  2.498  1.556  -3.604
F  1.793  2.629  -4.120
C  0.809  3.009  -1.217
C  1.741  3.146  -0.176
F  2.232  1.967  0.339
C  2.095  4.352  0.413
C  1.479  5.530  -0.051
C  0.412  5.442  -0.969
C  0.082  4.186  -1.474
F  -1.084  4.053  -2.180
H  -1.061  -0.624  1.953
H  -2.688  -0.432  -4.689
H  -4.476  0.703  -3.364
H  -3.922  1.761  -1.143
H  4.244  -1.663  -2.320
H  5.200  -0.342  -4.267
H  4.116  1.786  -4.994
H  2.811  4.353  1.239
H  1.738  6.502  0.388
H  -0.176  6.326  -1.214

Properties
energy: -1815.89660 a.u.
2S+1: 1
energy above the lowest of the compared OMol25 structures with the same formula, charge and spin: 31.3 kcal per mole
total charge: 0
SMILES string: Fc1cccc(F)c1B(c1c(F)cccc1F)c1c(F)cccc1F.COCc1ccc(OC)cc1

These are the Löwdin partial charges, in e, on atoms 1 to 8: -0.08 -0.08 -0.26 -0.01 -0.04 -0.22 -0.19 -0.21

Which of these has the lowest energy? C40H77N5O11S

Number 1 is which compound? C33H43N5P2Pd